Record 1
# C4H6N2O

A structure of composition C4H6N2O (ωB97M-V/def2-TZVPD, the OMol25 dataset).

Structure (XYZ):
```
13
Properties=species:S:1:pos:R:3
N 1.50 1.54 0.70
C 0.69 0.69 0.08
C -0.60 0.89 0.71
N -1.28 -0.37 0.46
C -0.52 -1.08 -0.40
O -0.98 -2.28 -0.76
C 0.68 -0.47 -0.73
H 2.34 1.88 0.24
H 0.41 1.66 1.45
H -1.15 1.72 0.25
H -2.25 -0.55 0.60
H -0.34 -2.69 -1.36
H 1.50 -0.95 -1.25
```

The gap between HOMO and LUMO is 8.458 eV. The energy relative to the best compared isomer or geometry (same formula, charge and spin) comes out at 3.942 eV. The calculation puts the LUMO energy at 0.0228 Ha. The value obtained for the HOMO energy is -7.838 eV. Its spin multiplicity is 1.

=====

Record 2
# C13H23BN6SiSr

A structure of composition C13H23BN6SiSr (ωB97M-V/def2-TZVPD, the OMol25 dataset).

Structure (XYZ):
```
45
Properties=species:S:1:pos:R:3
C 2.88 -0.27 -0.07
N 1.61 -0.38 -0.54
N 1.65 0.08 -1.85
C 2.93 0.31 -2.21
C 3.74 0.10 -1.11
B 0.51 0.27 -2.90
N -0.48 -0.87 -2.54
N -0.72 -1.37 -1.26
C -1.61 -2.38 -1.41
C -1.86 -2.58 -2.77
C -1.11 -1.64 -3.44
Sr 0.21 -1.89 1.02
N -0.15 1.71 -2.79
N -0.65 2.10 -1.61
C -1.16 3.33 -1.74
C -0.96 3.77 -3.06
C -0.31 2.71 -3.71
H -1.66 3.83 -0.90
H 0.03 2.59 -4.72
H -1.24 4.73 -3.45
H 0.92 0.16 -4.03
H -0.99 -1.46 -4.50
H 3.16 0.63 -3.21
H -2.52 -3.31 -3.22
H 4.81 0.23 -1.07
H -2.05 -2.86 -0.52
H 3.08 -0.39 0.99
H -2.01 -1.15 1.36
C -1.93 -1.58 2.37
H -2.96 -1.91 2.60
H -1.28 -2.47 2.47
H -1.63 -0.82 3.08
C 1.24 -0.33 4.48
Si 0.90 1.05 3.24
C -0.62 2.03 3.78
C 2.36 2.22 3.18
H 0.38 -1.01 4.61
H 1.46 0.17 5.44
H 2.12 -0.92 4.18
H -0.40 2.50 4.75
H -0.83 2.83 3.04
H -1.51 1.40 3.86
H 2.56 2.59 4.20
H 3.26 1.72 2.79
H 2.14 3.08 2.52
```

The gap between HOMO and LUMO (alpha / beta) is 7.662 / 3.356 eV. The calculation puts the LUMO energy (alpha / beta) at -0.2594 / -0.3588 Ha. As for the net charge: +2. The value obtained for the HOMO energy (alpha / beta) is -14.721 / -13.120 eV. Its spin multiplicity is 1.

=====

Record 3
# C17H38NO11P

A cluster of 7 separate species, C17H38NO11P in total (ωB97M-V/def2-TZVPD, the OMol25 dataset).

Structure (XYZ):
```
68
Properties=species:S:1:pos:R:3
N -66.72 13.85 7.35
H -67.31 12.93 7.38
H -67.00 14.35 8.23
H -67.32 14.40 6.57
H -65.89 13.67 7.17
P -69.69 14.47 7.96
O -68.78 15.62 7.75
O -69.55 13.49 6.72
O -70.99 14.83 8.33
O -69.00 13.65 9.05
O -66.08 11.14 8.06
C -66.91 10.50 8.59
O -66.74 9.47 9.51
C -65.45 9.04 9.81
C -65.40 7.76 10.64
C -68.39 10.61 8.23
H -65.00 9.86 10.27
H -64.88 8.76 8.82
H -65.91 8.01 11.49
H -64.31 7.48 11.01
H -65.73 7.06 9.95
H -68.54 11.10 7.20
H -68.82 11.25 8.77
H -68.98 9.79 8.32
O -66.02 14.43 4.35
C -66.48 15.20 3.52
O -67.70 15.35 3.08
C -68.73 14.79 3.88
C -69.99 15.06 3.14
C -65.57 16.06 2.59
H -68.76 15.13 4.96
H -68.66 13.60 4.09
H -70.08 15.99 2.85
H -70.93 15.09 3.85
H -70.27 14.79 2.13
H -65.47 15.64 1.61
H -64.57 16.13 2.99
H -66.01 16.99 2.50
C -65.95 11.36 4.85
C -66.14 10.18 4.03
O -66.35 10.18 2.76
C -66.08 8.73 4.69
H -65.63 12.16 4.29
H -65.32 11.07 5.56
H -66.82 11.75 5.23
H -66.52 7.86 4.19
H -66.85 8.72 5.54
H -64.84 8.51 4.91
C -65.94 17.30 8.86
C -65.54 16.92 7.52
O -64.52 16.10 7.33
C -66.44 17.35 6.31
H -65.34 17.24 9.62
H -66.85 16.82 9.08
H -66.32 18.15 8.77
H -67.36 16.79 6.54
H -66.17 17.20 5.27
H -66.52 18.42 6.32
C -65.86 13.35 10.83
C -65.57 14.21 12.01
O -64.47 14.21 12.82
C -66.47 15.42 12.05
H -66.83 13.33 10.61
H -65.52 12.24 10.93
H -65.10 13.54 10.02
H -66.62 15.71 11.04
H -66.07 16.35 12.65
H -67.52 15.28 12.46
```

The gap between HOMO and LUMO is 3.403 eV. The calculation puts the LUMO energy at 0.1542 Ha. As for the net charge: -2. The value obtained for the HOMO energy is 0.793 eV. Its spin multiplicity is 1.

=====

Record 4
# C45H72O36

A cluster of 12 separate species, C45H72O36 in total (ωB97M-V/def2-TZVPD, the OMol25 dataset).

Structure (XYZ):
```
153
Properties=species:S:1:pos:R:3
C -2.44 -4.12 -2.17
C -1.68 -4.02 -0.84
C -2.11 -5.02 0.25
O -0.92 -5.69 0.63
C 0.11 -5.29 -0.14
O 1.21 -5.71 -0.09
O -0.32 -4.41 -1.08
H -3.13 -4.97 -2.14
H -1.71 -4.34 -2.95
H -3.04 -3.23 -2.32
H -1.70 -2.99 -0.47
H -2.89 -5.72 -0.09
H -2.58 -4.52 1.10
C -0.57 1.00 -5.27
C -0.99 1.79 -4.05
C -1.20 3.28 -4.37
O -2.53 3.55 -3.90
C -3.13 2.40 -3.48
O -4.20 2.41 -2.98
O -2.31 1.35 -3.68
H -1.31 1.10 -6.06
H -0.37 -0.05 -5.03
H 0.40 1.37 -5.62
H -0.26 1.65 -3.24
H -1.13 3.45 -5.44
H -0.54 3.92 -3.79
C 2.52 -2.81 1.07
C 2.55 -1.70 2.07
C 2.95 -2.07 3.49
O 3.92 -1.07 3.83
C 4.29 -0.38 2.73
O 5.16 0.42 2.79
O 3.55 -0.73 1.67
H 2.41 -2.49 0.04
H 1.76 -3.55 1.31
H 3.45 -3.40 1.19
H 1.58 -1.19 2.09
H 3.47 -3.03 3.55
H 2.13 -2.03 4.20
C 4.08 0.62 -1.17
C 3.44 1.88 -0.64
C 3.70 2.24 0.81
O 3.54 3.68 0.79
C 3.80 4.12 -0.47
O 3.99 5.25 -0.74
O 3.85 3.08 -1.32
H 4.32 0.80 -2.23
H 3.51 -0.29 -1.23
H 5.09 0.53 -0.75
H 2.36 1.71 -0.68
H 4.71 2.09 1.20
H 2.85 1.84 1.35
C 0.53 5.03 -1.60
C -0.68 5.35 -0.79
C -1.76 4.21 -0.76
O -1.97 4.01 0.63
C -1.00 4.60 1.35
O -0.80 4.41 2.50
O -0.28 5.45 0.59
H 0.71 3.95 -1.59
H 1.43 5.59 -1.35
H 0.40 5.31 -2.66
H -1.18 6.28 -1.05
H -1.35 3.30 -1.22
H -2.56 4.59 -1.39
C -0.25 -3.03 -5.83
C 1.24 -2.89 -5.64
C 2.05 -2.61 -6.92
O 2.62 -1.29 -6.67
C 2.32 -0.87 -5.43
O 2.62 0.18 -5.00
O 1.48 -1.74 -4.81
H -0.76 -2.97 -4.86
H -0.54 -3.97 -6.29
H -0.63 -2.13 -6.33
H 1.67 -3.77 -5.15
H 1.51 -2.57 -7.85
H 2.96 -3.21 -6.96
C -3.40 -1.24 5.99
C -2.06 -1.13 5.33
C -0.91 -1.96 5.93
O -0.26 -2.51 4.80
C -0.96 -2.25 3.67
O -0.61 -2.60 2.58
O -2.10 -1.59 3.96
H -3.83 -2.24 5.97
H -4.08 -0.50 5.55
H -3.36 -0.89 7.03
H -1.80 -0.07 5.32
H -1.39 -2.70 6.59
H -0.20 -1.44 6.55
C 3.64 -3.46 -2.89
C 4.90 -2.77 -3.34
C 6.17 -3.65 -3.17
O 6.96 -3.31 -4.30
C 6.15 -2.78 -5.26
O 6.51 -2.54 -6.36
O 4.96 -2.44 -4.73
H 2.81 -2.76 -3.05
H 3.70 -3.70 -1.83
H 3.48 -4.33 -3.51
H 5.15 -1.86 -2.79
H 5.93 -4.72 -3.10
H 6.75 -3.41 -2.29
C 2.67 4.11 7.82
C 1.75 3.93 6.64
C 2.55 3.60 5.35
O 2.13 2.28 5.01
C 1.20 1.85 5.87
O 0.67 0.79 5.78
O 0.97 2.74 6.84
H 3.26 3.19 7.93
H 2.17 4.42 8.73
H 3.44 4.85 7.58
H 1.08 4.75 6.43
H 3.61 3.55 5.63
H 2.51 4.27 4.50
C -0.47 1.00 1.74
O -0.51 -0.15 0.90
C -0.13 -0.02 -0.36
O 0.27 0.99 -0.88
O -0.14 -1.22 -0.88
C 0.01 -1.32 -2.28
H 0.34 1.69 1.53
H -0.41 0.66 2.77
H -1.41 1.55 1.62
H 1.00 -1.07 -2.66
H -0.60 -0.55 -2.76
H -0.16 -2.34 -2.61
C -3.93 2.38 3.23
O -4.97 1.74 2.47
C -6.11 1.41 3.04
O -6.96 0.79 2.50
O -6.17 1.86 4.31
C -7.30 1.40 5.06
H -3.44 1.62 3.83
H -4.33 3.16 3.86
H -3.22 2.73 2.49
H -7.31 1.97 5.98
H -7.21 0.33 5.25
H -8.22 1.55 4.49
C -3.79 0.20 -0.16
O -4.29 -0.09 -1.45
C -5.60 -0.32 -1.54
O -6.39 -0.18 -0.66
O -5.95 -0.73 -2.75
C -4.97 -0.85 -3.78
H -2.72 0.02 -0.13
H -4.33 -0.31 0.63
H -3.88 1.28 -0.03
H -4.63 0.13 -4.08
H -5.51 -1.25 -4.64
H -4.14 -1.48 -3.48
```

The gap between HOMO and LUMO is 10.565 eV. The energy relative to the best compared isomer or geometry (same formula, charge and spin) comes out at 0.000 eV. The calculation puts the LUMO energy at 0.0101 Ha. The value obtained for the HOMO energy is -10.291 eV. Its spin multiplicity is 1. The structure (SMILES) is C[C@H]1COC(=O)O1.C[C@H]1COC(=O)O1.C[C@H]1COC(=O)O1.C[C@H]1COC(=O)O1.C[C@H]1COC(=O)O1.C[C@H]1COC(=O)O1.C[C@H]1COC(=O)O1.C[C@H]1COC(=O)O1.C[C@H]1COC(=O)O1.COC(=O)OC.COC(=O)OC.COC(=O)OC.

=====

Record 5
# C2H4Cl2N2

A cluster of 2 separate species, C2H4Cl2N2 in total (ωB97M-V/def2-TZVPD, the OMol25 dataset).

Structure (XYZ):
```
10
Properties=species:S:1:pos:R:3
C -0.55 0.76 0.16
C -0.10 -0.55 -0.34
N 0.23 1.53 0.74
N 1.22 -0.85 -0.06
Cl -2.25 1.10 -0.15
Cl -1.27 -1.86 -0.02
H -0.23 -0.34 -1.96
H -0.11 2.43 1.04
H 1.59 -0.39 0.75
H 1.47 -1.82 -0.16
```

The gap between HOMO and LUMO is 9.595 eV. The energy relative to the best compared isomer or geometry (same formula, charge and spin) comes out at 1.745 eV. The calculation puts the LUMO energy at 0.0056 Ha. The value obtained for the HOMO energy is -9.442 eV. Its spin multiplicity is 1.

=====

Record 6
# C19H18Co2O12

A structure of composition C19H18Co2O12 (ωB97M-V/def2-TZVPD, the OMol25 dataset).

Structure (XYZ):
```
51
Properties=species:S:1:pos:R:3
C -3.70 2.15 -0.89
C -3.47 0.77 -0.32
O -2.27 0.26 -0.94
C -2.05 -1.06 -0.69
C -0.91 -1.56 -1.45
C -0.23 -2.69 -0.82
O -0.10 -2.75 0.40
O 0.26 -3.58 -1.71
C 0.71 -4.83 -1.15
C 1.84 -5.35 -2.00
C -0.71 -1.10 -2.82
O -1.55 -0.47 -3.45
O 0.48 -1.49 -3.31
C 0.64 -1.08 -4.69
C 1.80 -1.84 -5.25
O -2.77 -1.74 0.02
H -4.63 2.55 -0.45
H -2.88 2.84 -0.66
H -3.84 2.10 -1.97
H -3.34 0.80 0.77
H -4.31 0.11 -0.57
H 1.04 -4.65 -0.12
H -0.14 -5.52 -1.16
H 2.18 -6.29 -1.58
H 1.56 -5.51 -3.04
H 2.69 -4.66 -1.98
H -0.29 -1.30 -5.24
H 0.82 0.01 -4.69
H 1.98 -1.50 -6.27
H 2.72 -1.69 -4.67
H 1.59 -2.91 -5.29
O -3.10 2.90 4.41
C -1.95 2.99 4.54
Co -0.19 2.93 4.62
C 0.26 4.64 4.70
O 0.60 5.75 4.70
C 0.23 2.36 6.23
O 0.56 1.89 7.24
C 0.42 1.51 3.32
C 0.20 2.05 2.07
C -0.40 2.48 0.95
Co 2.03 2.31 2.68
C 2.79 3.94 2.43
O 3.40 4.92 2.31
C 2.84 1.32 1.46
O 3.29 0.60 0.67
C 3.04 1.94 4.08
O 3.68 1.65 5.00
H 0.39 0.45 3.59
H -0.19 3.53 0.68
H -1.02 1.84 0.32
```

The gap between HOMO and LUMO is 6.220 eV. The calculation puts the LUMO energy at 0.1685 Ha. As for the net charge: -2. The value obtained for the HOMO energy is -1.636 eV. Its spin multiplicity is 1.

=====

Record 7
# C5H6OS

A cluster of 2 separate species, C5H6OS in total (ωB97M-V/def2-TZVPD, the OMol25 dataset).

Structure (XYZ):
```
13
Properties=species:S:1:pos:R:3
C 2.13 0.02 -0.06
C 3.21 -0.27 -0.47
C 0.83 0.40 0.49
C -0.32 -0.45 -0.18
C -1.10 -0.15 -1.19
O -2.71 0.37 1.12
S -3.77 -0.21 -0.02
H 0.82 0.35 1.55
H 0.56 1.39 0.04
H -0.69 -1.35 0.36
H -1.76 0.13 1.31
H -1.33 0.33 -2.04
H 4.12 -0.57 -0.88
```

The gap between HOMO and LUMO (alpha / beta) is 8.623 / 7.306 eV. The energy relative to the best compared isomer or geometry (same formula, charge and spin) comes out at 4.547 eV. The calculation puts the LUMO energy (alpha / beta) at 0.0163 / -0.0610 Ha. The value obtained for the HOMO energy (alpha / beta) is -8.180 / -8.966 eV. Its spin multiplicity is 3. Its expectation value of S² is 2.02.

=====

Record 8
# C6H11N3O

An isolated molecule of C6H11N3O (ωB97M-V/def2-TZVPD, the OMol25 dataset).

Structure (XYZ):
```
21
Properties=species:S:1:pos:R:3
C 0.75 -2.78 0.97
C 0.16 -1.32 1.08
C 1.00 -0.76 2.38
O 0.47 -0.72 -0.10
N 0.34 0.97 0.09
N -0.23 1.43 -1.04
C -1.61 1.42 -1.23
C -1.89 2.10 -2.41
C -0.63 2.57 -2.82
N 0.30 2.19 -1.99
H 1.78 -2.67 1.27
H 0.34 -3.45 1.75
H 0.62 -3.13 -0.08
H -0.85 -1.41 1.37
H 2.02 -0.64 2.02
H 0.91 -1.51 3.19
H 0.69 0.23 2.70
H 1.32 1.23 -0.09
H -2.38 0.94 -0.49
H -2.86 2.13 -2.91
H -0.27 3.19 -3.67
```

The gap between HOMO and LUMO is 9.683 eV. The energy relative to the best compared isomer or geometry (same formula, charge and spin) comes out at 5.398 eV. The calculation puts the LUMO energy at 0.0173 Ha. The value obtained for the HOMO energy is -9.213 eV. Its spin multiplicity is 1. The structure (SMILES) is CC(C)ONn1cccn1.

=====

> What is the formula in the fourth record?

C45H72O36